Below is a molecular structure, C29H66BaN17, with properties calculated with ωB97M-V/def2-TZVPD.

Results
E_HOMO ... -10.394 eV
Spin multiplicity ... 1
Energy relative to the best compared isomer or geometry (same formula, charge and spin) ... 0.000 eV
Charge ... +1
Total energy ... -2100.82565 Eh
Orbital gap ... 8.5 eV

```
113
Properties=species:S:1:pos:R:3:mulliken_charge:R:1
C -0.665 -3.947 4.084 -1.217
H 2.919 1.281 2.797 0.371
H 3.075 -5.607 -0.971 0.332
C -3.206 1.668 -2.228 -1.327
H 4.869 -0.277 -2.650 0.604
C -3.452 1.482 0.823 -1.222
N 0.393 0.050 -3.101 -0.510
N -1.943 -3.260 4.073 0.292
C -4.421 -1.224 2.962 -1.184
N -2.109 1.244 1.360 -0.042
C 5.402 2.256 -2.487 -1.183
H 2.099 -3.357 1.790 0.266
H 5.207 -0.171 -0.905 0.327
H 1.757 4.172 -0.825 0.257
H -0.059 -3.689 4.958 0.258
H 2.007 3.256 -4.346 0.283
C -4.146 -3.555 2.290 -1.315
H -0.118 2.880 -2.559 -0.044
H -0.105 -3.716 3.180 0.336
C 1.664 -2.423 1.416 0.000
N -1.414 -1.325 2.817 0.467
H 3.540 -0.367 -1.500 -0.177
H -3.481 2.489 0.405 0.612
N -3.502 -2.288 2.585 0.988
H -3.308 -4.814 4.569 0.370
H 4.763 -3.693 1.780 0.228
H -2.065 0.354 1.868 -0.041
H -0.089 1.012 3.128 0.322
H -3.862 -0.317 3.176 0.354
C 0.988 0.049 -4.111 0.527
H 4.653 -3.344 -2.222 0.342
H -4.007 1.428 -2.942 0.365
H -3.563 -2.416 -0.999 0.115
H 0.360 -1.906 3.851 0.147
H -5.119 -1.023 2.151 0.341
H 1.221 4.629 -2.454 0.416
C 4.663 -3.222 0.798 -0.863
H -1.949 -1.823 0.487 -0.086
C -2.012 2.213 -2.988 -0.591
H 1.429 -2.118 -3.322 -0.338
C 2.225 -1.254 2.227 -1.943
C 3.099 1.137 0.644 1.026
H 6.346 2.060 -1.975 0.363
H 2.816 5.125 -1.892 0.245
C 4.502 0.107 -1.697 -1.057
N 2.425 1.790 -0.468 -0.458
H 4.823 -5.313 -0.955 0.345
H 5.630 -3.301 0.287 0.350
N 2.571 -3.275 -1.983 0.359
H -3.398 -4.300 2.020 0.390
H 5.221 3.328 -2.456 0.390
H -2.245 -0.591 -3.014 0.320
H 0.585 -2.458 1.610 -0.510
H -2.531 -3.990 5.926 0.413
C -2.959 -3.843 4.932 -1.185
N -1.580 -1.888 -0.458 -0.058
H 3.228 -1.033 1.878 0.772
C 3.897 -5.216 -0.377 -1.161
H -3.957 -0.827 -2.667 0.391
Ba 0.036 0.426 -0.559 1.008
H 5.504 1.935 -3.526 0.359
H 0.525 -2.917 -2.038 -0.151
H 3.326 0.095 0.401 -0.969
H -2.370 2.997 -3.664 0.521
H -0.706 -0.823 4.712 0.689
H -4.230 1.446 1.594 0.546
H -1.561 1.436 -3.603 0.168
C 2.926 3.060 -3.789 -1.122
H -4.809 -3.417 1.436 0.319
H 4.447 -2.167 0.936 0.143
C -0.305 -1.050 3.716 -0.572
H -4.852 0.591 -0.548 0.168
N -0.982 2.697 -2.058 -0.148
H -4.753 -3.945 3.115 0.393
H -1.878 1.965 2.033 0.304
H -3.596 2.464 -1.591 0.386
H -0.948 -2.680 -0.469 0.169
C -2.655 -2.020 -1.454 -1.165
H -3.806 -3.170 5.035 0.319
H 3.753 -2.790 -3.634 0.354
H 3.998 -5.831 0.520 0.338
C 2.653 -3.087 -0.635 0.270
N 3.621 -3.848 0.014 0.459
C -2.964 -0.717 -2.203 -0.574
N 1.590 0.086 -5.248 -0.869
H -0.844 -5.024 4.101 0.443
N 4.338 1.551 -1.796 0.514
C 2.078 4.316 -1.852 -1.104
N 4.037 -0.342 -5.222 -0.675
H 2.341 -1.539 3.280 0.443
H 1.606 2.040 1.906 0.178
C -3.803 0.453 -0.242 -0.477
N -2.905 0.500 -1.388 1.289
C 3.750 -3.503 -2.805 -1.132
H -3.738 -0.535 0.212 -0.005
H 3.662 3.816 -4.076 0.403
C 3.133 2.131 -1.502 0.331
C 2.894 -0.151 -5.210 0.654
H 3.768 -4.515 -3.217 0.307
N 2.630 3.078 -2.367 0.687
H 3.289 2.079 -4.086 0.174
N 1.836 -2.276 -0.028 0.223
H 1.194 0.395 4.175 0.362
H 4.068 1.609 0.840 0.485
C 0.557 0.149 3.309 -1.861
H -2.352 -2.749 -2.207 0.552
H -1.266 3.571 -1.629 0.257
N 1.406 -0.037 2.110 1.289
C 2.257 1.160 1.926 -1.312
C 1.356 -3.026 -2.727 -0.018
H -5.015 -1.492 3.846 0.348
H 1.169 -3.866 -3.401 0.407
C -2.229 -2.270 3.168 -0.879
```

---

Below is 4 unconnected molecules or ions with the total composition C29H66INO2P2, with properties calculated with ωB97M-V/def2-TZVPD.

Results
E_HOMO ... -7.249 eV
SMILES string ... CCCP(N)(CC=O)(CC(=O)I)P(CC)CC.CCCCCC.CCCCCC.CCCCCC
Spin multiplicity ... 1
Total energy ... -2330.09179 Eh
Orbital gap ... 7.7 eV

```
101
Properties=species:S:1:pos:R:3:mulliken_charge:R:1
H -0.574 0.351 1.899 0.135
H -2.771 -0.805 -3.664 0.375
H -2.618 -2.472 -1.097 0.308
C -0.474 -0.733 1.850 0.330
C -5.302 -1.570 -1.377 -0.371
H 0.768 -1.925 -6.583 0.325
H 0.126 6.636 1.872 0.356
C 3.142 -3.536 -6.723 -0.359
C -3.240 -1.457 -2.922 -0.516
H -0.082 -2.986 -5.487 0.310
H -5.125 -0.477 -3.229 0.350
H 1.177 -1.580 5.389 0.344
H -4.710 -1.724 -0.469 -0.006
H 5.871 -1.026 6.151 0.412
C -2.216 -1.779 -1.838 -0.382
H -0.359 -2.169 4.850 0.495
C 5.550 -1.617 5.301 -1.530
H 0.710 -3.177 -3.027 0.179
H 2.687 -2.925 -8.755 0.291
H 3.721 -3.157 -5.876 0.236
H 3.479 -1.762 5.853 0.403
N 4.614 -0.136 2.187 -0.968
C 3.227 -2.548 -7.883 -1.205
H -2.995 4.396 2.197 0.401
H 1.732 -4.626 -5.526 0.303
H -2.656 6.495 3.131 0.315
H 5.123 0.098 3.037 0.207
C -5.789 -2.927 -1.883 -0.419
H -1.331 -2.244 -2.277 -0.125
H -2.917 6.716 0.658 0.241
H 2.344 -3.648 -3.517 0.473
C -0.696 6.078 2.330 -0.715
C 1.550 -1.920 -4.583 -0.595
C -1.585 8.393 0.420 -1.188
H 2.850 -2.664 3.889 0.735
H -0.051 4.286 1.360 0.056
H -3.398 8.151 1.537 0.386
H -0.725 7.818 0.073 0.281
H -2.101 8.778 -0.462 0.377
C -1.856 -1.311 2.231 -1.070
H -6.309 -3.433 -1.066 0.393
C 0.918 -2.643 -5.771 -0.728
H -1.898 -0.869 -1.322 0.219
P 2.902 -0.641 2.534 1.465
C 1.709 -3.844 -6.291 -0.723
H -4.190 0.183 -1.910 0.355
H 5.723 -2.671 5.473 0.374
H 4.422 -2.462 3.198 0.629
H -7.084 -3.815 -3.372 0.382
H -0.733 0.505 4.303 0.082
H -2.490 -1.393 1.353 -0.034
C -4.488 -0.757 -2.385 -0.850
H 2.530 -1.520 -4.857 0.373
H 2.106 -2.224 -2.516 -0.085
H -1.706 3.576 3.090 0.230
H 3.620 -4.472 -7.025 0.365
O 1.563 3.087 2.346 -0.456
C -6.737 -2.825 -3.074 -1.223
C -2.531 7.543 1.262 -0.369
H -7.614 -2.224 -2.824 0.296
C 2.735 -0.924 0.672 -1.013
H -4.939 -3.563 -2.144 0.254
H -1.784 -2.308 2.653 0.418
H 3.918 -0.256 5.054 0.150
C -0.349 -0.059 5.144 -1.122
H -6.250 -2.374 -3.941 0.280
H 3.564 -0.444 0.178 0.739
H -1.218 9.248 0.992 0.293
H -0.329 5.757 3.311 0.329
C 3.618 -1.926 3.682 -1.610
C 2.836 -2.386 0.288 -0.137
H -1.300 5.132 0.477 0.307
H 0.405 0.574 5.609 0.390
H -1.094 -0.257 5.906 0.349
O 2.109 -3.208 0.576 -0.347
P 0.851 -1.471 2.919 -0.488
H 1.319 1.483 1.233 0.441
C -2.022 3.910 2.099 -1.222
C 2.476 1.094 3.158 -0.962
H 4.266 -2.391 -8.175 0.381
C -1.891 7.010 2.543 -0.800
H 0.927 -1.056 -4.335 0.378
H 4.658 0.706 1.618 0.257
H -1.564 7.857 3.154 0.397
C 4.058 -1.333 5.048 -0.137
I 4.543 -2.903 -0.963 -0.051
H 1.974 1.104 4.119 0.376
C 0.363 -1.372 4.704 -0.414
H 3.409 1.626 3.311 0.639
C 1.733 1.947 2.145 -0.344
H -3.515 -2.374 -3.451 0.307
H -0.276 -1.082 0.846 0.171
C -0.982 4.841 1.483 0.036
H 2.810 -1.576 -7.617 0.287
H -2.161 3.025 1.475 0.309
H -2.339 -0.626 2.916 0.328
H 6.100 -1.308 4.421 0.359
H 1.168 -4.273 -7.140 0.420
C 1.685 -2.797 -3.342 -0.695
H 1.838 -0.468 0.264 0.448
H -6.167 -0.973 -1.072 0.428
```

---

Below is 5 unconnected molecules or ions with the total composition C29H67N4O7PSi, with properties calculated with ωB97M-V/def2-TZVPD.

Results
E_HOMO ... -9.051 eV
SMILES string ... CCCCCCCCCC[SiH2]CCCP(=O)(OCC)OCC.CN(C)C=O.CN(C)C=O.CN(C)C=O.CN(C)C=O
Spin multiplicity ... 1
Total energy ... -2521.79052 Eh
Orbital gap ... 9.6 eV

```
109
Properties=species:S:1:pos:R:3:mulliken_charge:R:1
H -2.378 -2.305 -1.143 0.399
H -3.980 -6.237 -2.725 0.343
C 3.228 5.427 -2.314 -1.059
H -1.469 -9.511 2.514 0.343
H -0.777 2.965 0.938 0.221
H -1.642 -6.796 5.399 0.337
O -1.208 5.835 0.698 -0.321
H 2.167 2.673 0.611 0.288
C -1.900 -5.752 5.217 -0.789
H -0.284 -3.467 0.090 0.341
C 7.534 10.003 -5.156 -0.910
H 1.616 0.095 -0.534 -0.182
H 3.164 7.659 -0.060 0.120
C -2.346 -9.175 1.956 -0.966
H 9.460 8.047 -5.700 0.341
C -4.209 -7.294 -2.865 -0.464
C -3.119 -5.443 6.098 -1.199
H -4.389 -3.663 2.145 0.383
P 0.000 5.104 1.439 0.733
H -1.242 -10.678 0.233 0.405
H 5.875 6.410 -4.231 0.250
H -1.643 -6.308 3.169 0.119
C -2.922 -3.391 0.607 0.040
H 10.272 9.454 -4.987 0.343
N -5.624 -7.539 -2.642 0.148
O -0.132 5.065 2.906 -0.811
H 0.248 1.393 2.613 0.447
N 8.317 9.120 -4.308 0.136
H 0.742 7.488 -0.175 0.278
H -0.769 -3.854 3.929 0.385
C 1.039 1.313 1.863 -1.141
C -2.458 5.916 1.418 -0.359
H -3.775 -3.610 -0.040 0.401
H 8.489 8.119 -2.529 0.287
H -1.072 -5.153 5.595 0.362
H -5.227 -8.832 -1.110 0.269
C -6.054 -8.375 -1.682 0.108
H -3.908 -2.010 1.876 0.364
O -1.851 -7.099 -0.922 -0.654
Si 0.545 0.131 0.490 0.395
H -3.179 4.071 2.307 0.303
H 0.591 7.749 1.581 0.385
C 0.066 -1.563 1.117 0.061
H 1.914 0.938 2.400 0.492
H -2.407 -1.294 0.299 0.340
H 2.492 8.990 0.913 0.407
H 2.437 4.836 -2.778 0.324
H -7.273 -6.261 -2.854 0.299
H -3.026 6.695 0.916 0.403
H 3.430 5.012 -1.326 0.325
H 5.237 7.296 -2.838 0.408
O 1.319 5.874 0.972 -0.220
H -2.632 -6.855 0.940 0.129
H -1.030 -4.285 2.263 0.223
C -6.610 -6.869 -3.470 -0.958
H -0.338 -9.372 -0.565 0.318
C 1.382 2.729 1.366 -0.717
O 4.575 3.123 -2.951 -0.585
H -3.202 -3.158 4.070 0.187
H -4.291 4.819 1.129 0.356
H 0.282 3.544 -0.330 0.384
C 9.593 8.624 -4.783 -0.928
H 5.904 4.255 -3.993 0.255
O -7.222 -8.620 -1.445 -0.612
C -1.329 -9.720 -0.272 -0.974
C -0.590 -2.426 0.003 -0.851
H -2.071 -2.079 3.314 0.429
H 2.897 6.458 -2.213 0.377
H -0.659 0.707 -0.168 -0.143
C -2.154 -7.503 0.186 0.334
C -3.251 4.611 1.367 -1.014
C 4.978 6.619 -3.650 -1.001
C 0.175 3.460 0.753 -0.391
H 7.368 10.958 -4.657 0.303
H 6.560 9.560 -5.367 0.249
C -2.117 -2.273 -0.086 -0.780
C 2.586 7.909 0.826 -1.120
H 1.790 3.292 2.204 0.516
H 0.909 -2.108 1.541 0.490
H -7.222 -7.601 -3.999 0.291
H -2.795 -8.331 2.475 0.297
H -6.101 -6.234 -4.190 0.385
H -1.923 -9.842 -1.178 0.267
H -2.798 -5.397 7.140 0.385
H -0.181 -2.081 -0.952 0.481
H -2.859 3.986 0.567 0.246
N -1.956 -8.761 0.622 0.155
H -3.878 -6.219 6.030 0.290
H -3.619 -7.869 -2.165 -0.185
H 4.247 7.108 -4.298 0.296
C -2.576 -3.035 3.184 -0.800
C -3.520 -3.027 1.972 -0.883
C 1.201 7.307 0.795 -0.204
H -3.181 -5.537 3.464 0.364
C 7.826 8.792 -3.099 0.124
H -0.677 -1.411 1.902 -0.486
H -3.934 -7.585 -3.881 0.347
H -3.072 -9.988 1.909 0.368
O 6.761 9.184 -2.660 -0.610
C -1.538 -4.161 3.217 -0.160
N 4.430 5.381 -3.128 0.253
C -2.120 -5.496 3.723 -0.418
H 8.065 10.169 -6.089 0.389
H -2.339 -4.310 0.636 -0.291
H -3.561 -4.477 5.864 0.299
H -2.283 6.248 2.436 0.344
H 10.042 7.982 -4.029 0.289
H 3.140 7.550 1.691 0.293
C 4.996 4.184 -3.367 0.136
```